1.
The following is a quantum chemistry calculation of a cluster of 13 separate species, C64H86N6O33 in total, from OMol25.

```
189
Properties=species:S:1:pos:R:3:mulliken_charge:R:1
C 22.0222 20.5946 25.3489 -0.315
C 21.0288 20.1705 26.2315 -0.821
C 20.3623 18.9815 25.9701 -0.169
C 20.7078 18.1555 24.8726 -0.583
C 21.6575 18.6444 24.0053 0.336
C 22.2652 19.8844 24.2131 -0.503
N 20.1279 16.8315 24.7191 1.063
O 19.2996 16.4639 25.5496 -0.627
O 20.4850 16.1001 23.8055 -0.487
H 22.5937 21.5203 25.5639 0.347
H 20.7263 20.8714 27.0194 0.350
H 19.5586 18.7436 26.6426 0.505
H 21.9554 18.1242 23.1374 0.720
H 22.9903 20.2290 23.4406 0.181
C 12.5860 16.1951 19.4221 -0.771
C 11.8810 16.9293 20.3634 -0.781
C 12.5685 17.5270 21.3851 -0.663
C 13.9676 17.4308 21.4752 -0.303
C 14.6380 16.7024 20.5588 0.010
C 13.9647 16.1057 19.5147 -0.798
N 14.6923 18.1080 22.5752 1.197
O 15.8482 18.4139 22.3444 -0.440
O 14.1653 18.2547 23.6799 -0.650
H 12.0388 15.7457 18.5840 0.392
H 10.7970 16.9556 20.3165 0.449
H 12.0479 18.0979 22.1390 0.601
H 15.7258 16.5907 20.5436 1.078
H 14.5708 15.6109 18.7379 0.650
C 13.5275 23.0531 24.2527 -0.483
C 14.1408 21.9384 23.6977 -1.040
C 13.4729 21.2874 22.6572 0.786
C 12.2462 21.7693 22.2031 -0.590
C 11.7078 22.9107 22.7380 -0.328
C 12.3076 23.5549 23.7915 -0.829
N 11.5416 21.1889 21.0986 0.986
O 12.0018 20.2633 20.4834 -0.262
O 10.3732 21.4927 20.8388 -0.686
H 14.0360 23.5670 25.0630 0.416
H 15.1569 21.7046 23.9682 0.743
H 13.9112 20.4289 22.1739 0.285
H 10.8137 23.3304 22.2954 0.494
H 11.9045 24.4602 24.2238 0.462
C 19.7817 21.2981 10.4240 -0.553
C 18.3941 21.2458 10.3137 -0.555
C 17.6306 20.9259 11.3943 -0.492
C 18.2619 20.4836 12.5352 0.304
C 19.6226 20.3853 12.6590 -0.213
C 20.3673 20.8709 11.6142 -0.357
N 17.4376 20.1365 13.7218 0.743
O 16.3538 20.7110 13.8654 -0.453
O 17.9199 19.4037 14.5867 -0.391
H 20.4060 21.5996 9.6016 0.399
H 17.9124 21.6108 9.4297 0.387
H 16.5647 21.0420 11.3915 0.463
H 20.1102 20.1174 13.6196 0.355
H 21.4784 21.0501 11.7122 0.293
C 15.9483 14.1793 23.3400 -0.481
C 16.0437 14.0474 21.9601 -0.753
C 17.2729 13.7705 21.3880 0.118
C 18.4265 13.5438 22.1722 -0.352
C 18.2795 13.6217 23.5809 -0.107
C 17.0993 13.9526 24.1333 -0.581
N 19.7485 13.2725 21.6205 1.168
O 20.5998 12.8303 22.3362 -0.656
O 19.9469 13.5237 20.4589 -0.604
H 15.0068 14.4516 23.8023 0.429
H 15.1830 14.2058 21.3156 0.673
H 17.2614 13.6163 20.3115 0.348
H 19.1499 13.4479 24.2276 0.391
H 17.0005 14.1191 25.2137 0.374
C 18.2069 21.5060 22.8842 -0.092
C 17.3806 22.3379 22.1546 -0.413
C 17.0675 23.5970 22.6440 -0.268
C 17.6562 24.0595 23.7874 -0.393
C 18.4186 23.2131 24.6154 -0.686
C 18.7055 21.9334 24.1204 -0.007
N 17.4429 25.4711 24.1721 0.934
O 17.8350 25.8341 25.2797 -0.607
O 16.8081 26.2089 23.4196 -0.555
H 18.4320 20.5094 22.5017 0.592
H 16.9737 22.0512 21.1724 0.362
H 16.4335 24.3458 22.1259 0.475
H 18.8149 23.5447 25.5579 0.556
H 19.4196 21.2931 24.5746 0.226
C 19.2082 10.6511 16.9549 -1.184
C 17.9866 11.6139 17.0205 -0.106
O 18.5198 12.8176 16.6096 -0.358
C 17.8330 13.8927 16.8874 0.726
O 16.7219 13.9651 17.3340 -0.570
O 18.6556 14.9849 16.6664 -0.364
C 18.1249 16.2495 16.9699 0.344
H 18.9650 9.6340 17.3107 0.380
H 20.0163 11.0017 17.5748 0.301
H 19.6508 10.5241 15.9499 0.308
H 17.5089 11.6985 17.9997 0.261
H 17.2479 11.4108 16.2286 0.284
H 17.0884 16.1587 17.1967 0.063
H 18.1988 17.0181 16.1833 0.173
H 18.5852 16.5931 17.8762 -0.370
C 13.9373 27.5583 22.7120 -1.188
C 14.7722 27.3044 21.4803 -0.552
O 14.7987 25.9890 20.9826 -0.311
C 13.6983 25.6234 20.2469 0.595
O 12.8195 26.3440 19.8374 -0.583
O 13.7783 24.3262 19.9739 -0.002
C 12.8101 23.7794 19.0410 -0.447
H 12.8679 27.5380 22.5926 0.374
H 14.2873 28.5024 23.0885 0.413
H 14.2635 26.8444 23.4824 0.220
H 15.8017 27.5498 21.6072 0.436
H 14.3965 27.9030 20.6503 0.536
H 12.8202 24.3721 18.1011 0.426
H 11.8020 23.8761 19.4582 0.345
H 13.1344 22.7846 18.7900 -0.225
C 13.3167 21.8943 12.5575 -1.033
C 13.0408 22.1802 14.0386 -0.287
O 12.2458 21.0223 14.4412 -0.338
C 11.9926 20.9572 15.7933 0.734
O 12.3677 21.7709 16.6047 -0.500
O 11.3236 19.8277 16.0486 -0.361
C 11.1432 19.4613 17.3840 -0.282
H 13.7249 20.8543 12.4129 0.039
H 14.0385 22.6787 12.3046 0.353
H 12.4362 22.0678 11.9653 0.458
H 12.5142 23.1166 14.2095 0.508
H 13.9006 22.1634 14.6915 0.221
H 10.4840 18.6310 17.3951 0.288
H 10.8121 20.3357 17.9795 0.322
H 12.1105 19.1024 17.8086 -0.118
C 22.3894 16.1203 21.0924 -0.303
C 23.6119 16.8427 20.6043 -0.654
O 23.8682 17.9028 21.5960 -0.149
C 24.7918 18.7606 21.2133 0.635
O 25.4356 18.7263 20.2152 -0.562
O 25.0383 19.6425 22.2849 -0.292
C 25.8705 20.7495 21.9499 -0.755
H 22.2659 15.2181 20.4644 0.447
H 21.4729 16.6868 21.0504 -0.529
H 22.5406 15.7988 22.1205 0.459
H 23.6109 17.2575 19.5926 0.300
H 24.4688 16.1711 20.7149 0.461
H 26.1105 21.2407 22.9099 0.252
H 25.3787 21.4906 21.3177 0.276
H 26.8328 20.4053 21.5448 0.336
C 14.2049 17.6368 16.1744 -0.370
C 14.4170 18.1020 14.7195 -0.026
O 13.3331 17.3001 14.0845 -0.394
C 13.3897 17.2942 12.7610 0.723
O 14.2300 17.8106 12.1002 -0.570
O 12.3179 16.5981 12.3400 -0.360
C 12.1390 16.5574 10.9329 -0.641
H 13.1335 17.7798 16.4414 0.189
H 14.7802 18.2248 16.8897 -0.136
H 14.5439 16.6028 16.2672 0.397
H 15.3946 17.7913 14.3197 0.517
H 14.1601 19.1397 14.4997 -0.231
H 11.2519 15.9686 10.6723 0.236
H 13.0123 16.1469 10.4098 0.278
H 12.0090 17.5923 10.5609 0.279
C 15.4913 20.5071 18.9452 0.714
C 16.5780 19.7232 18.1681 -0.869
O 16.8409 18.4339 18.6804 0.916
C 17.6632 18.4153 19.7768 -0.427
O 18.0757 19.4259 20.2623 -0.285
O 17.8865 17.1768 20.1176 0.336
C 18.8803 16.9674 21.1457 -0.347
H 15.3600 21.5377 18.6052 0.773
H 15.7662 20.5399 19.9879 -0.761
H 14.5413 19.9697 18.7819 -0.630
H 17.4889 20.2957 18.0898 0.369
H 16.3694 19.6144 17.0967 0.349
H 19.6449 17.7359 21.1466 -0.362
H 19.3511 16.0221 20.9843 -0.117
H 18.2869 16.9707 22.0651 0.436
C 22.3948 20.8626 19.9043 -1.275
C 20.9272 20.6626 19.7884 0.430
O 20.4111 20.1695 18.5054 -0.332
C 20.7391 18.8707 18.2327 0.625
O 21.2782 18.0754 18.9679 -0.206
O 20.4775 18.6607 16.9388 0.036
C 21.2245 17.5371 16.4141 -0.884
H 22.8448 21.4408 19.0944 0.315
H 22.9575 19.9415 20.0120 -0.046
H 22.4641 21.4426 20.8132 0.475
H 20.2835 21.5479 19.8581 0.472
H 20.5624 19.9174 20.4879 -0.226
H 22.2986 17.7449 16.5145 0.412
H 20.9428 17.5197 15.3535 0.188
H 21.0101 16.5979 16.9454 0.231
```

As for the spin multiplicity: 1. The orbital gap is 8.98 eV. The HOMO energy comes out at -9.83 eV. The value obtained for the energy above the lowest of the compared OMol25 structures with the same formula, charge and spin is 0.00 kcal per mole. Its total energy is -144254.9675 eV.

***

2.
The following is a quantum chemistry calculation of a cluster of 10 separate species, C64H87N12 in total, from OMol25.

```
163
Properties=species:S:1:pos:R:3:mulliken_charge:R:1
C -5.3814 2.0039 -2.5721 -1.495
C -4.5667 0.8326 -2.0328 0.138
C -3.9152 0.0143 -3.1526 -0.844
C -3.6879 -1.4553 -2.7958 -0.887
C -2.4967 -1.6835 -1.8421 -0.529
C -2.8713 -2.1121 -0.4070 -0.983
C -2.1921 -1.2652 0.6670 -0.669
C -0.6757 -1.4756 0.7462 -0.744
C 0.0699 -0.2459 1.2626 -0.149
C -0.3541 0.1549 2.6771 -0.238
C 0.5572 1.2245 3.3084 -0.888
C 0.0322 2.6744 3.1840 -0.752
C 1.0635 3.7366 2.7513 -1.157
C 0.8833 4.2053 1.3013 -0.798
C 1.4741 3.2015 0.3050 -0.117
C 2.9697 3.3936 0.0010 -0.997
C 3.3373 2.9766 -1.4311 -0.518
C 3.7387 1.5054 -1.4989 -0.753
N 4.4452 1.0569 -2.7186 0.131
C 4.0640 1.3708 -3.9602 0.131
N 3.8007 0.4205 -4.8283 -0.315
N 4.0373 2.6661 -4.4028 -0.468
H -6.2501 1.6297 -3.1138 0.279
H -4.7899 2.6141 -3.2636 0.365
H -5.7139 2.6603 -1.7652 0.378
H -3.8030 1.2176 -1.3485 0.147
H -5.2357 0.1872 -1.4562 0.307
H -2.9546 0.4631 -3.4344 0.285
H -4.5495 0.0707 -4.0444 0.484
H -4.6015 -1.8576 -2.3458 0.387
H -3.5326 -2.0136 -3.7230 0.340
H -1.8679 -2.4641 -2.2798 0.396
H -1.8838 -0.7753 -1.8063 0.308
H -2.6136 -3.1635 -0.2496 0.379
H -3.9543 -2.0310 -0.2778 0.478
H -2.4276 -0.2046 0.5091 0.256
H -2.6217 -1.5180 1.6413 0.283
H -0.4897 -2.2977 1.4445 0.181
H -0.2737 -1.7890 -0.2238 0.411
H -0.1254 0.5867 0.5733 0.121
H 1.1508 -0.4365 1.2632 0.476
H -1.3694 0.5644 2.6529 0.337
H -0.3928 -0.7378 3.3072 -0.049
H 0.6749 0.9886 4.3686 0.493
H 1.5608 1.1700 2.8694 0.431
H -0.3944 2.9716 4.1441 0.451
H -0.7998 2.6862 2.4706 0.398
H 1.0030 4.6080 3.4059 0.416
H 2.0714 3.3149 2.8492 0.410
H -0.1800 4.3185 1.0830 0.399
H 1.3690 5.1733 1.1563 0.281
H 0.9109 3.2188 -0.6348 0.708
H 1.3525 2.1983 0.7234 -0.474
H 3.2504 4.4382 0.1510 0.534
H 3.5459 2.7696 0.6901 0.449
H 4.1536 3.5963 -1.8165 0.435
H 2.4702 3.1532 -2.0774 0.387
H 2.8481 0.8774 -1.4054 0.345
H 4.4226 1.2942 -0.6791 0.386
H 5.2271 0.4048 -2.5998 0.286
H 3.2106 0.6205 -5.6245 0.303
H 3.6289 -0.4892 -4.4206 0.227
H 3.1235 3.1026 -4.4985 0.330
H 4.5791 3.2297 -3.7572 0.334
N 5.8743 -1.5361 -1.9604 -0.427
C 6.2000 -1.6586 -0.6727 -0.226
C 6.2662 -2.8773 -0.0175 -0.650
C 5.9779 -4.0297 -0.7309 -0.176
C 5.6410 -3.9208 -2.0714 -0.521
C 5.6057 -2.6561 -2.6339 -0.198
H 6.4201 -0.7396 -0.1406 0.428
H 6.5379 -2.9158 1.0281 0.394
H 6.0187 -4.9990 -0.2521 0.417
H 5.4220 -4.7877 -2.6796 0.397
H 5.3520 -2.5382 -3.6831 0.439
N 0.2442 7.1513 -0.4482 -0.160
C -0.3945 8.3166 -0.3650 -0.781
C 0.0307 9.4758 -0.9972 -0.402
C 1.1899 9.4278 -1.7536 -0.502
C 1.8698 8.2229 -1.8468 -0.375
C 1.3562 7.1212 -1.1795 0.140
H -1.2938 8.3125 0.2394 0.698
H -0.5374 10.3906 -0.8967 0.413
H 1.5593 10.3084 -2.2621 0.418
H 2.7791 8.1461 -2.4271 0.229
H 1.8637 6.1611 -1.2311 0.273
N 4.2694 8.3729 -4.8032 -0.478
C 4.3333 7.0692 -4.5548 -0.067
C 4.4760 6.1064 -5.5406 -0.156
C 4.5658 6.5147 -6.8629 -0.400
C 4.5056 7.8710 -7.1348 -0.395
C 4.3561 8.7559 -6.0745 -0.297
H 4.2677 6.7801 -3.5099 0.455
H 4.5284 5.0570 -5.2862 0.271
H 4.6790 5.7940 -7.6621 0.391
H 4.5703 8.2432 -8.1478 0.372
H 4.3051 9.8234 -6.2546 0.360
N -8.2298 0.0551 -2.3120 -0.227
C -9.3293 0.7713 -2.0906 -0.192
C -10.5988 0.3649 -2.4744 -0.545
C -10.7348 -0.8503 -3.1259 -0.170
C -9.5978 -1.6057 -3.3642 -0.705
C -8.3744 -1.1105 -2.9380 0.116
H -9.1868 1.7177 -1.5801 0.357
H -11.4568 0.9889 -2.2652 0.361
H -11.7082 -1.2021 -3.4416 0.376
H -9.6534 -2.5602 -3.8693 0.372
H -7.4646 -1.6774 -3.1067 0.266
N -5.1766 8.3976 -0.8999 -0.539
C -3.8839 8.1423 -1.0847 -0.192
C -3.4029 6.9955 -1.6997 -0.192
C -4.3222 6.0554 -2.1384 -0.339
C -5.6715 6.3038 -1.9503 -0.253
C -6.0462 7.4874 -1.3302 -0.329
H -3.2022 8.9028 -0.7215 0.357
H -2.3393 6.8426 -1.8246 0.342
H -3.9945 5.1436 -2.6200 0.391
H -6.4221 5.5970 -2.2779 0.392
H -7.0941 7.7159 -1.1700 0.362
N 6.3999 -5.7552 -4.8118 -0.230
C 7.1287 -4.8204 -5.4185 -0.026
C 7.7315 -4.9979 -6.6541 -0.701
C 7.5719 -6.2153 -7.2971 -0.146
C 6.8190 -7.1985 -6.6765 -0.540
C 6.2561 -6.9208 -5.4398 -0.165
H 7.2436 -3.8824 -4.8843 0.329
H 8.3142 -4.2016 -7.0965 0.355
H 8.0281 -6.3950 -8.2616 0.384
H 6.6692 -8.1651 -7.1369 0.357
H 5.6619 -7.6691 -4.9279 0.369
N -0.6494 -3.1055 4.0049 -0.249
C 0.4184 -3.8505 3.7286 0.036
C 0.6443 -5.1032 4.2782 -1.007
C -0.2875 -5.6123 5.1696 -0.018
C -1.4045 -4.8474 5.4673 -0.551
C -1.5381 -3.6075 4.8609 -0.267
H 1.1305 -3.4208 3.0297 0.418
H 1.5314 -5.6630 4.0136 0.356
H -0.1481 -6.5807 5.6302 0.322
H -2.1643 -5.1992 6.1520 0.407
H -2.4028 -2.9867 5.0697 0.467
N -4.2229 -5.4111 7.6813 -0.566
C -4.6968 -6.6396 7.8760 -0.246
C -4.4911 -7.3650 9.0411 -0.356
C -3.7511 -6.7832 10.0580 -0.230
C -3.2544 -5.5029 9.8699 -0.444
C -3.5199 -4.8618 8.6691 -0.095
H -5.2667 -7.0655 7.0577 0.368
H -4.8984 -8.3617 9.1412 0.373
H -3.5600 -7.3183 10.9795 0.423
H -2.6668 -5.0095 10.6321 0.390
H -3.1445 -3.8603 8.4883 0.377
N 0.9250 -7.3221 8.0346 -0.425
C 1.9766 -8.1049 7.8044 -0.177
C 2.1293 -9.3639 8.3666 -0.431
C 1.1359 -9.8373 9.2095 -0.318
C 0.0351 -9.0325 9.4563 -0.428
C -0.0197 -7.7874 8.8476 -0.019
H 2.7324 -7.7060 7.1364 0.361
H 3.0053 -9.9577 8.1442 0.366
H 1.2192 -10.8153 9.6654 0.370
H -0.7648 -9.3572 10.1077 0.362
H -0.8657 -7.1280 9.0139 0.374
```

As for the spin multiplicity: 1. As for the total charge: +1. The orbital gap is 7.66 eV. The HOMO energy comes out at -10.69 eV. Its total energy is -85653.5795 eV.

***

- Which formula does entry 2 have?
  C64H87N12

***

- Which of these has the highest HOMO?
  C64H86N6O33